# 1
{
  "formula": "C6H9N",
  "method": "ωB97M-V with the def2-TZVPD basis set",
  "symbols": ["H", "H", "H", "C", "C", "N", "H", "C", "C", "H", "H", "H", "C", "C", "H", "H"],
  "xyz": [[-0.5628, 0.6100, -1.8784], [-0.5514, -1.7604, 1.0219], [0.1869, 1.9290, 0.3300], [-0.4930, -0.6701, 0.9846], [1.6512, -1.0859, -0.3282], [2.5100, -1.8377, -0.5211], [-0.3551, -0.2771, 1.9978], [-1.5939, -0.0492, 0.0940], [0.5394, -0.1710, -0.0669], [-2.5633, -0.5378, -0.0346], [1.6757, 1.3169, 1.0753], [-0.7237, -1.1385, -1.5676], [1.0391, 1.2555, 0.1885], [-0.6162, -0.1561, -1.0969], [1.6041, 1.6144, -0.6779], [-1.7469, 0.9581, 0.4796]],
  "multiplicity": 1,
  "lumo_ev": 0.84,
  "orbital_gap_ev": 11.93,
  "e_above_lowest_ev": 1.0321,
  "smiles": "CC1(C#N)CCC1"
}

***

# 2
{
  "formula": "C6H9N",
  "method": "ωB97M-V with the def2-TZVPD basis set",
  "symbols": ["H", "H", "C", "H", "C", "C", "H", "H", "C", "C", "N", "H", "H", "C", "H", "H"],
  "xyz": [[0.2080, -2.6790, 0.4888], [1.1407, 2.1931, -0.8333], [0.9023, -2.0813, -0.0972], [-1.4325, -0.3672, 0.0271], [-1.4473, 0.4417, 0.7619], [-0.3735, 1.4503, 0.4464], [0.2143, -2.7416, -1.9855], [0.2640, 0.6490, -1.3910], [-0.1758, 2.5015, 1.4187], [0.9054, -2.1163, -1.4257], [-0.0294, 3.3315, 2.2134], [1.6077, -1.5242, -2.0090], [-2.4358, 0.9140, 0.7521], [0.3844, 1.4358, -0.6521], [-1.2976, 0.0136, 1.7590], [1.5932, -1.4525, 0.4602]],
  "multiplicity": 1,
  "lumo_ev": 0.69,
  "orbital_gap_ev": 10.82,
  "e_above_lowest_ev": 1.9829,
  "smiles": "C=C(C)C#N.C=C"
}

***

# 3
{
  "formula": "C6H9N",
  "method": "ωB97M-V with the def2-TZVPD basis set",
  "symbols": ["C", "H", "C", "H", "H", "C", "C", "C", "H", "H", "H", "H", "C", "N", "H", "H"],
  "xyz": [[0.4139, 1.6198, -0.3406], [-2.0923, -0.3082, -1.6108], [-0.3252, -0.5546, 0.5557], [1.3147, -1.9421, 0.1446], [-0.6986, 0.0245, 1.4095], [-1.6339, 0.6352, -1.2979], [1.0380, -1.1738, 0.8794], [2.1831, -0.4207, 1.3904], [-1.5502, 1.2853, -2.1733], [-2.2937, 1.1188, -0.5708], [1.7659, 0.4788, 1.8944], [0.3685, -0.1383, -1.4451], [-0.2560, 0.3544, -0.6877], [0.9158, 2.6179, -0.0383], [0.9876, -1.7365, 1.8513], [-1.0559, -1.3478, 0.3545]],
  "multiplicity": 1,
  "lumo_ev": -0.07,
  "orbital_gap_ev": 8.75,
  "e_above_lowest_ev": 4.3043
}

***

# 4
{
  "formula": "C6H9N",
  "method": "ωB97M-V with the def2-TZVPD basis set",
  "symbols": ["C", "H", "H", "H", "C", "H", "C", "H", "H", "C", "C", "H", "H", "H", "C", "N"],
  "xyz": [[0.2389, -1.5229, -0.0940], [-0.0264, 2.5614, -0.2973], [0.2404, -2.0955, -1.0706], [0.4936, -2.3124, 0.5936], [1.4084, -0.5271, -0.1244], [-2.8465, 0.0632, 0.4972], [0.0374, 1.5496, 0.0943], [-0.0302, 1.4996, 1.2561], [2.2342, 1.3429, 0.0189], [-0.8993, -0.5840, 0.3599], [1.3276, 0.7719, -0.0955], [-0.6449, 0.2525, -1.5741], [2.3928, -1.1718, -0.2133], [-0.7198, -0.2974, 1.3945], [-1.0266, 0.6329, -0.5674], [-2.1795, -0.1629, -0.1776]],
  "multiplicity": 1,
  "lumo_ev": 1.12,
  "orbital_gap_ev": 9.99,
  "e_above_lowest_ev": 4.0723,
  "smiles": "C1=CC[C@@H]2N[C@H]2C1"
}

***

# 5
{
  "formula": "C6H9N",
  "method": "ωB97M-V with the def2-TZVPD basis set",
  "symbols": ["H", "N", "C", "C", "H", "H", "H", "H", "H", "C", "H", "H", "C", "C", "C", "H"],
  "xyz": [[-1.6199, 1.1254, 1.1704], [-0.0239, 2.0814, -0.1831], [-0.1740, -1.6042, 0.5982], [-0.5686, 1.1265, 0.8390], [-0.7515, -1.8677, 1.4686], [0.0230, 1.3897, 1.7275], [-0.2369, -2.2532, -0.2698], [1.9913, -1.1401, 0.0686], [-1.5827, 0.3421, -1.5267], [1.1263, -0.8547, 0.6727], [-0.2637, -0.6415, -2.0523], [1.1215, 1.5731, -1.8163], [0.2032, 1.4206, -1.2542], [-0.5136, 0.1139, -1.2992], [-0.1846, -0.2009, 0.1641], [1.4542, -0.6105, 1.6924]],
  "multiplicity": 1,
  "lumo_ev": 1.01,
  "orbital_gap_ev": 10.15,
  "e_above_lowest_ev": 2.9189,
  "smiles": "C1=NCC2(C1)CC2"
}

***

# 6
{
  "formula": "C6H9N",
  "method": "ωB97M-V with the def2-TZVPD basis set",
  "symbols": ["C", "C", "N", "H", "C", "C", "H", "H", "H", "H", "H", "C", "C", "H", "H", "H"],
  "xyz": [[0.7794, 1.3016, 0.2578], [0.4312, -2.6599, 0.3618], [0.3402, -1.3734, 0.9913], [0.8099, 2.2913, 0.7025], [-1.9313, 1.4541, -0.1973], [-0.8010, 0.7821, 0.4739], [-2.7651, 0.7463, -0.3117], [1.4130, -3.0876, 0.5776], [2.5150, 1.7156, -0.8450], [-2.2625, 2.3129, 0.3943], [-1.6388, 1.8298, -1.1935], [1.6906, 1.0237, -0.6775], [-0.3137, -0.4160, 0.5171], [0.3043, -2.6432, -0.7260], [-0.3464, -3.3107, 0.7844], [1.7754, 0.0333, -1.1096]],
  "multiplicity": 1,
  "lumo_ev": 0.70,
  "orbital_gap_ev": 8.67,
  "e_above_lowest_ev": 4.4259,
  "smiles": "C=CC(C)=C=NC"
}

***

# 7
{
  "formula": "C6H9N",
  "method": "ωB97M-V with the def2-TZVPD basis set",
  "symbols": ["N", "C", "C", "C", "H", "H", "C", "C", "H", "C", "H", "H", "H", "H", "H", "H"],
  "xyz": [[-1.3105, 0.8630, 0.1291], [0.4093, -0.1484, 1.4674], [-0.5758, 0.1562, -0.8817], [0.1214, 1.1230, -1.9360], [-0.5574, 1.7594, -2.4596], [-0.8570, -1.9166, 1.1156], [-0.8863, 0.7572, 1.2995], [0.6343, -0.7422, 0.0735], [1.2532, 0.0456, 2.0574], [0.1703, -1.6194, 1.1444], [-1.1228, 1.3893, 2.1580], [0.9196, -2.4207, 1.5646], [0.8511, 1.6405, -1.3513], [0.6748, 0.5034, -2.6462], [-1.3551, -0.5244, -1.4123], [1.6309, -0.8659, -0.3224]],
  "multiplicity": 1,
  "lumo_ev": 1.15,
  "orbital_gap_ev": 10.53,
  "e_above_lowest_ev": 2.5337,
  "smiles": "C[C@@H]1N=C[C@H]2C[C@@H]12"
}

***

# 8
{
  "formula": "C6H9N",
  "method": "ωB97M-V with the def2-TZVPD basis set",
  "symbols": ["C", "H", "H", "H", "C", "H", "C", "H", "C", "H", "H", "H", "C", "H", "C", "N"],
  "xyz": [[0.6011, 0.6479, -0.7274], [1.3453, 1.4311, -0.5396], [1.6454, -1.6535, 1.7542], [-2.5064, 0.4689, 0.6298], [-1.6382, 0.1566, 0.0537], [0.8213, 0.2138, -1.7124], [1.8617, -0.9532, 0.9422], [2.5458, -1.4302, 0.2328], [-0.6526, -0.7883, 0.6565], [-1.0622, 2.1933, -0.6802], [-0.9299, -1.5982, 1.3245], [2.3924, -0.0924, 1.3743], [0.5972, -0.4517, 0.3232], [-2.6124, 0.6106, -1.6893], [-0.8475, 1.1282, -0.7329], [-1.7338, 0.1768, -1.4152]],
  "multiplicity": 1,
  "lumo_ev": 1.13,
  "orbital_gap_ev": 9.83,
  "e_above_lowest_ev": 1.7351,
  "smiles": "CC1=C[C@@H]2N[C@@H]2C1"
}

***

# 9
{
  "formula": "C6H9N",
  "method": "ωB97M-V with the def2-TZVPD basis set",
  "symbols": ["C", "C", "H", "H", "H", "H", "H", "H", "C", "C", "H", "N", "H", "H", "C", "C"],
  "xyz": [[-0.5214, -0.8423, -1.7674], [0.4239, -0.0363, 0.4608], [-2.4345, 1.1031, -0.6617], [0.4863, -1.2136, -1.9831], [-1.7069, 1.9450, 1.8130], [2.5330, -0.0430, 0.1121], [-1.2336, -1.6664, -1.8157], [2.0125, -0.8548, 1.6527], [-1.4786, 1.0212, -0.1733], [-1.1091, 1.4749, 1.0378], [1.8253, -1.6328, 0.1098], [-0.0183, 0.7899, 1.5170], [-0.6904, -0.2364, -2.6645], [0.6571, 0.9306, 2.2521], [1.7813, -0.6592, 0.6058], [-0.5265, -0.0799, -0.4955]],
  "multiplicity": 1,
  "lumo_ev": 1.04,
  "orbital_gap_ev": 9.10,
  "e_above_lowest_ev": 0.7066,
  "smiles": "Cc1cc[nH]c1C"
}

***

# 10
{
  "formula": "C6H9N",
  "method": "ωB97M-V with the def2-TZVPD basis set",
  "symbols": ["H", "C", "H", "H", "H", "C", "C", "N", "H", "C", "H", "H", "H", "C", "C", "H"],
  "xyz": [[-1.9962, -0.0638, 0.8179], [0.5534, -0.9452, -2.8246], [-1.0973, 0.8286, 3.0238], [0.5952, 1.3556, 3.1637], [1.9595, 0.9351, 1.4110], [-0.6006, -0.8213, -0.6025], [-0.9627, -0.1579, 0.5066], [1.3231, 0.4265, 0.7960], [-1.2413, -1.6449, -1.2464], [0.1260, 0.4953, 1.2476], [1.5983, -1.2420, -2.9588], [-0.0034, -1.4219, -3.6375], [-0.5548, 2.2980, 2.2000], [-0.2595, 1.2805, 2.4839], [0.1306, -1.4709, -1.4853], [0.4774, 0.1443, -2.9184]],
  "multiplicity": 1,
  "lumo_ev": 0.78,
  "orbital_gap_ev": 8.51,
  "e_above_lowest_ev": 4.6199
}

***

# 11
{
  "formula": "C6H9N",
  "method": "ωB97M-V with the def2-TZVPD basis set",
  "symbols": ["C", "H", "N", "C", "H", "H", "H", "C", "H", "H", "C", "H", "H", "H", "C", "C"],
  "xyz": [[-2.5217, -0.3381, 0.0897], [-2.7801, -0.9233, -0.8031], [-0.0615, -0.7186, -0.0149], [2.4098, -0.7352, -0.1984], [2.7241, -1.0087, -1.2214], [2.6523, -1.5413, 0.5159], [-2.7068, -0.9735, 0.9660], [-0.5938, 1.4198, 0.0980], [3.0415, 0.1343, 0.2049], [-3.2132, 0.5075, 0.1397], [-1.1158, 0.1500, 0.0533], [-0.1309, -1.7189, -0.1184], [-1.1768, 2.3286, 0.1658], [1.5318, 2.1355, 0.0946], [1.1188, -0.0319, -0.0288], [0.8224, 1.3139, 0.0571]],
  "multiplicity": 1,
  "lumo_ev": 1.02,
  "orbital_gap_ev": 8.71,
  "e_above_lowest_ev": 0.3084,
  "smiles": "Cc1ccc(C)[nH]1"
}

***

# 12
{
  "formula": "C6H9N",
  "method": "ωB97M-V with the def2-TZVPD basis set",
  "symbols": ["C", "C", "H", "C", "H", "H", "H", "H", "H", "N", "C", "C", "H", "H", "C", "H"],
  "xyz": [[1.7001, 1.4196, -0.4044], [-1.5445, -0.0531, 0.7755], [-1.5669, -1.8715, -0.5045], [0.3724, 0.9643, -0.6995], [-1.6943, -0.6193, 1.6918], [-1.9994, 0.9327, 0.7817], [2.3299, 2.2694, -0.1975], [0.4221, -1.9841, 1.1182], [1.7463, 0.2372, 1.1185], [1.6094, 0.6605, -1.4531], [0.7950, -1.0688, 0.6418], [-0.2108, -0.1879, 0.0643], [-0.3504, 1.6196, -1.1913], [1.7387, -1.2145, 0.1823], [-1.4755, -0.7904, -0.5160], [-1.8721, -0.3137, -1.4078]],
  "multiplicity": 1,
  "lumo_ev": 0.18,
  "orbital_gap_ev": 8.95,
  "e_above_lowest_ev": 6.1113
}

***

| no. | HOMO level (Ha) |
| --- | --- |
| 1 | -0.408 |
| 2 | -0.372 |
| 3 | -0.324 |
| 4 | -0.326 |
| 5 | -0.336 |
| 6 | -0.293 |
| 7 | -0.345 |
| 8 | -0.320 |
| 9 | -0.296 |
| 10 | -0.284 |
| 11 | -0.282 |
| 12 | -0.322 |